(1)
151
Properties=species:S:1:pos:R:3 method="wB97M-V/def2-TZVPD" e_homo_ha="-0.1879 / -0.1878" largest_force_ev_per_a=3.7 mol_weight_g_mol=1273.18 energy_ha=-3742.99204
W 0.55209 -0.65185 0.79513
C -4.89548 -0.47852 6.00911
C -3.89399 -1.43514 5.86894
C -3.12718 -1.47880 4.71029
C -3.33044 -0.56181 3.67147
C -4.36512 0.36419 3.81284
C -5.13613 0.41061 4.97077
C -2.45253 -0.56279 2.46102
C -1.87143 0.56768 2.04802
C -2.00798 1.88345 2.63917
C -1.62073 2.76251 1.71585
C -1.22894 2.00611 0.52025
C -1.11470 2.59363 -0.69825
C -0.62849 4.02047 -0.72361
C -1.46336 5.10762 -0.98360
C -0.99218 6.41550 -0.92202
C 0.33476 6.66385 -0.59461
C 1.17906 5.59647 -0.30884
C 0.69820 4.29172 -0.36357
C 0.56491 1.32722 -1.85146
N 1.05775 0.26204 -1.15319
C 2.37709 0.15206 -1.56876
C 3.10775 -1.08052 -1.44016
C 4.49001 -1.16054 -1.99669
C 5.55681 -1.49116 -1.15941
C 6.84965 -1.61760 -1.65730
C 7.09760 -1.41108 -3.00762
C 6.04376 -1.07927 -3.85407
C 4.75420 -0.95339 -3.35272
C 2.52989 -2.21061 -0.98312
C 3.09204 -3.54149 -1.15436
C 2.20199 -4.42596 -0.70058
C 1.05039 -3.69092 -0.20661
N 1.27629 -2.31067 -0.34502
C -0.05758 -4.24335 0.30369
C -1.13445 -3.45930 0.82103
C -2.30782 -3.99655 1.34842
C -2.98042 -2.95342 1.96312
C -2.21835 -1.80599 1.78025
N -1.11449 -2.08900 0.98901
C -0.11975 -5.73058 0.46969
C -0.18351 -6.29404 1.74801
C -0.20987 -7.67085 1.92293
C -0.17332 -8.51720 0.81810
C -0.11111 -7.97096 -0.45567
C -0.08917 -6.59054 -0.62548
C 2.73014 1.23318 -2.36219
C 1.54993 1.97423 -2.55552
N -1.24156 0.65021 0.78397
H -5.48140 -0.43026 6.92120
H -3.70548 -2.14690 6.66714
H -2.34435 -2.22370 4.60216
H -4.57237 1.04877 2.99889
H -5.93131 1.14326 5.05988
H -2.35388 2.08975 3.64363
H -1.62901 3.84392 1.78011
H -2.51101 4.93451 -1.20867
H -1.66529 7.24185 -1.11902
H 0.70465 7.68202 -0.54953
H 2.21437 5.78009 -0.03822
H 1.34430 3.45740 -0.10895
H 5.36291 -1.64978 -0.10124
H 7.66375 -1.87593 -0.98793
H 8.10342 -1.51215 -3.39998
H 6.22650 -0.92547 -4.91331
H 3.93325 -0.70959 -4.01811
H 4.04438 -3.75134 -1.61974
H 2.29016 -5.50244 -0.71042
H -2.59676 -5.03686 1.29611
H -3.92703 -2.99630 2.48565
H -0.20597 -5.63454 2.60942
H -0.25143 -8.08599 2.92431
H -0.19450 -9.59234 0.95184
H -0.07734 -8.62238 -1.32202
H -0.05765 -6.16974 -1.62579
H 3.70313 1.42928 -2.79126
H 1.43589 2.88464 -3.12735
C 1.65716 5.55199 3.59682
O 1.75734 4.63550 4.68469
C 1.59888 3.33705 4.39501
C 1.53499 2.46264 5.49951
C 1.32517 1.13563 5.27494
C 1.16497 0.60899 3.97147
C 0.82858 -0.76810 3.76804
C 0.71556 -1.75819 4.87685
O 0.55055 -1.19096 2.65832
C 1.26384 1.49616 2.87830
O 1.19866 1.10844 1.64712
C 1.49637 2.86189 3.11369
H 1.68622 6.54336 4.03208
H 0.72111 5.41765 3.05243
H 2.48889 5.43962 2.89803
H 1.64503 2.86360 6.49841
H 1.26096 0.46351 6.12393
H -0.20491 -1.58096 5.44073
H 1.55867 -1.68553 5.56502
H 0.67530 -2.76031 4.45383
H 1.55831 3.51178 2.25169
N 5.60078 1.18349 2.09109
C 4.79131 0.08116 2.02845
C 3.57062 0.13445 1.33456
N 2.73740 -0.86586 1.33555
C 3.12041 -1.97112 1.97747
C 4.34083 -2.03397 2.61220
N 5.18245 -1.01073 2.66271
H 5.44441 1.94818 1.46061
H 6.52716 1.04563 2.45320
H 3.28809 1.00513 0.76780
H 2.44575 -2.81088 1.94670
H 4.65365 -2.94826 3.10493
C -4.71614 0.54743 -3.06543
C -3.61828 1.21568 -2.22115
C -4.01022 2.70005 -2.04179
C -3.61921 0.53216 -0.82935
P -1.86941 1.13872 -2.97064
N -0.81097 1.69596 -1.80060
C -1.77126 2.23502 -4.52363
C -3.03654 2.22468 -5.38964
C -0.59224 1.83084 -5.42601
C -1.49892 3.67654 -4.06861
C -1.45610 -0.64050 -3.43948
C -2.29157 -1.04673 -4.67104
C -1.82620 -1.54951 -2.25624
C 0.01918 -0.94220 -3.78829
H -5.66313 0.75794 -2.55524
H -4.60748 -0.53511 -3.08921
H -4.80220 0.91999 -4.08267
H -4.95350 2.72604 -1.48571
H -4.18023 3.20969 -2.99203
H -3.26574 3.23803 -1.46477
H -4.18116 1.15498 -0.12552
H -2.63381 0.39905 -0.39232
H -4.10759 -0.44200 -0.87059
H -3.30839 1.22712 -5.73347
H -2.83093 2.83422 -6.27618
H -3.89197 2.67267 -4.88868
H -0.75464 0.89112 -5.94831
H 0.34487 1.77650 -4.87983
H -0.48536 2.61261 -6.18549
H -2.31443 4.10086 -3.48280
H -1.36603 4.29775 -4.96131
H -0.59112 3.74680 -3.47250
H -3.35418 -0.84902 -4.57796
H -2.16934 -2.12649 -4.79799
H -1.93621 -0.57313 -5.58656
H -2.89807 -1.57562 -2.05795
H -1.31042 -1.26848 -1.35119
H -1.50680 -2.56649 -2.50861
H 0.47301 -0.25148 -4.49087
H 0.02157 -1.93827 -4.25064
H 0.64041 -0.99705 -2.90130


(2)
22
Properties=species:S:1:pos:R:3 method="wB97M-V/def2-TZVPD" smiles="O=C(OB(OC(=O)C(F)(F)F)OC(=O)C(F)(F)F)C(F)(F)F" relative_energy_kj_mol=0.0 e_homo_ha=-0.4414 largest_force_ev_per_a=3.7 mol_weight_g_mol=349.85 energy_ha=-1603.90641
O 1.21729 -2.78938 -0.01882
O 1.72914 2.35166 0.40021
O -2.81284 0.28239 0.51358
F -2.17617 -3.33224 -0.05170
F -0.84213 -4.15377 1.48809
F -0.55912 -4.71981 -0.61516
F 4.15108 0.22155 0.53456
F 4.22097 2.34969 -0.04357
F 3.76434 0.79629 -1.56796
F -2.48999 3.24372 1.17505
F -2.14061 3.25118 -0.99817
F -4.04618 2.57996 -0.20602
O -0.49809 -1.31568 -0.04182
O 1.33715 0.20434 -0.30827
O -0.81993 1.07546 -0.14808
B -0.00883 -0.01644 -0.23234
C 0.03479 -2.56593 0.03937
C 2.09625 1.29819 -0.02692
C -2.12914 1.19123 0.13597
C -0.90990 -3.72152 0.23280
C 3.60610 1.17196 -0.27227
C -2.72419 2.59715 0.01146